(1)
C30H31BF6N5OPPtS2Te as an isolated structure, computed with the ωB97M-V functional and the def2-TZVPD basis.

Last column: Mulliken charge in e.
Geometry (Å):
C -4.59131 2.10715 3.30655  -0.533
H -0.53561 -6.17977 1.01014  -0.178
H -6.09530 2.53992 1.83986  0.429
S 1.35716 -2.57012 -0.32352  -0.448
H -1.42354 1.14775 2.61325  0.108
C 4.62136 1.14520 0.39901  0.879
H 6.44862 0.31202 1.27823  0.475
C 0.67685 -4.56357 2.97146  -0.771
Pt -0.21751 -0.57074 0.03110  1.596
O 3.29479 0.88172 0.24209  -0.621
F 6.51935 1.67507 -1.01240  -0.302
C 5.25595 1.20163 -1.01439  0.571
H -2.89314 1.61176 4.52547  0.430
H 4.29096 -3.27916 1.95659  0.382
N 1.01845 1.19635 -1.20624  -0.191
C 1.84997 -3.97259 3.27530  -0.446
C 3.47814 -2.55484 2.02187  -1.025
Te 1.41472 0.26328 1.92208  0.007
H -1.60732 2.98276 -2.59811  0.379
S -2.18915 -2.13142 0.20457  -0.366
C -1.61636 -3.40076 -0.80810  -0.334
N 2.21161 -3.23800 2.17091  0.344
F 5.29734 -0.02825 -1.55899  -0.277
C -2.72947 1.36307 -1.73470  0.611
H -0.29041 -6.26365 -1.42061  0.489
H 2.02045 1.01905 -1.05302  -0.008
C 1.21707 4.73388 -0.09463  -0.782
C -0.08806 4.96570 0.32069  -0.812
C -1.02397 3.94924 0.23516  -0.549
N -1.11993 -4.57537 -0.40753  0.032
C 0.64519 2.48457 -0.71450  0.478
H 0.05409 -5.22042 3.55148  0.484
H 3.64722 -1.89505 2.87109  0.445
H -5.35898 -0.16811 -3.23295  0.481
H 5.24030 -0.87303 0.74596  0.414
H -2.88948 3.00831 -4.69565  0.433
C -1.00431 -4.54773 -2.61021  -0.473
N -1.56646 -3.37309 -2.15883  0.267
H -0.37005 5.92922 0.72396  0.428
P -1.74752 1.26130 -0.21120  0.852
F 4.47410 3.56122 0.33035  -0.265
C -2.44521 1.46545 2.44010  -0.264
C -0.66090 2.70126 -0.26676  0.079
F 4.07264 2.57018 2.21643  -0.245
H 1.96103 5.51501 -0.00797  0.440
H -4.78363 1.44964 -5.01594  0.394
C -3.78944 0.47441 -1.92955  -0.636
H -4.02402 -0.25570 -1.16356  0.575
C -3.14585 2.29743 -3.92101  -0.665
H 3.44333 -1.97312 1.10554  0.082
B -0.88108 -5.02189 1.04884  0.165
H -1.46990 -1.35030 -2.65589  0.130
F 4.54711 1.97339 -1.86275  -0.217
H -1.68569 -2.47656 -4.01806  0.325
H 2.45538 -4.00191 4.16318  0.458
H 2.59645 3.31661 -0.93308  0.520
N 0.32568 -4.21263 1.68792  0.440
H -4.62176 2.11686 -0.07410  0.404
C -1.96774 -2.26107 -2.99017  -0.721
C -4.53049 0.51613 -3.09926  -0.726
H -2.03610 4.10835 0.58703  0.495
H -1.85218 -4.84914 1.73561  -0.086
H -5.24306 2.29927 4.14871  0.384
C -3.27371 1.72297 3.51870  -0.663
C 4.82630 2.51493 1.10096  0.587
C -2.91694 1.60371 1.13496  0.238
H -0.86675 -4.74580 -3.65761  0.443
F 6.10186 2.73453 1.48263  -0.295
C 1.26549 -3.38937 1.20352  0.035
C 1.58394 3.50373 -0.61583  -0.820
C -4.20677 1.42299 -4.10071  -0.656
C -2.41524 2.27550 -2.74048  -0.576
C 5.38296 0.09522 1.21632  -1.982
C -5.06981 2.24012 2.01240  -0.755
C -4.23734 1.99249 0.92932  -0.002
H 4.96569 0.07540 2.22243  0.348
H 0.69239 1.01175 -2.14480  0.241
C -0.73050 -5.28844 -1.51445  -0.443
H -3.04197 -2.10585 -2.93423  0.337

Calculated values
HOMO energy (spin up / spin down) in eV: -6.146 / -8.008
E in eV: -99594.6939
Net charge: 0
ΔE to the lowest compared entry with this formula, charge and spin in kcal per mole: 16.9
Kohn-Sham gap (spin up / spin down) in eV: 6.478 / 6.298
⟨S²⟩: 6.018
Spin multiplicity: 5


(2)
A 2-piece molecular cluster, C11H21N2OS overall at a distorted geometry, computed with the ωB97M-V functional and the def2-TZVPD basis.

Last column: Mulliken charge in e.
Geometry (Å):
C 1.13252 0.04066 0.23016  -0.004
H 0.80050 0.12515 1.26243  0.257
C 0.48480 2.49389 0.30860  -0.787
H 0.92179 3.48090 0.17408  0.369
H -2.27133 0.89636 -1.90510  0.360
C -0.82544 2.48164 -0.47914  -0.873
H 3.96966 -3.62056 -0.26742  0.194
C 2.32919 -0.90756 0.11801  -1.396
H -3.65217 1.09893 3.48514  0.319
H 0.31328 -0.29532 -0.40668  0.204
N -3.56099 0.19176 3.04056  -0.599
H -0.62059 2.33759 -1.53682  0.351
H 2.81895 -0.74447 -0.83022  0.346
C -3.16673 0.39473 1.68571  0.412
C -1.84331 1.50163 0.00355  0.157
H -4.61082 -1.02042 0.91986  0.516
H 5.51989 -3.21323 -1.02513  0.270
H 4.26411 -2.57837 -2.87892  0.286
H -1.66928 1.87158 2.09150  0.458
C 4.50034 -3.55652 -1.21395  -0.535
C -3.82333 -0.32787 0.69031  -0.165
H -3.60689 -2.11056 -1.92682  0.214
H -1.28570 3.46686 -0.39785  0.373
S -4.28399 -0.95093 -1.95334  -0.193
H 1.97981 -1.93030 0.19318  0.389
O 3.79412 -2.63364 -2.04243  -0.486
H 0.34392 2.37547 1.37888  0.474
H -2.83124 -0.31659 3.53063  0.311
C 1.50258 1.47114 -0.21143  -0.752
H 1.51313 1.53734 -1.29643  0.277
H 4.53117 -4.54822 -1.67004  0.291
N -2.49894 0.77854 -0.92536  0.034
C -3.46069 -0.11628 -0.62592  -0.301
H 2.47483 1.72402 0.19680  0.431
H 2.99764 -0.70225 0.94838  0.330
C -2.18084 1.30490 1.33523  -0.533

Calculated values
HOMO energy in eV: -12.378
E in eV: -27604.2712
Net charge: +1
ΔE to the lowest compared entry with this formula, charge and spin in kcal per mole: 0.0
Kohn-Sham gap in eV: 8.253
Spin multiplicity: 1


(3)
C30H49BrFGe2N3O4PSc as an isolated structure, computed with the ωB97M-V functional and the def2-TZVPD basis.

Last column: Mulliken charge in e.
Geometry (Å):
C 2.21526 -3.16357 2.57406  0.523
Sc 0.57176 -0.66046 -0.04034  -0.007
H -0.48250 -3.16932 -2.38304  0.218
C -2.38533 -2.40202 3.88830  -1.566
H 2.88744 0.49556 1.19849  0.231
N 2.19502 -2.11058 3.36161  -0.459
H -0.30815 0.21115 2.96844  -0.364
C 4.32652 2.97501 -3.13406  -1.194
H -2.07769 3.64907 -5.19018  0.444
H -2.49435 -1.13002 -3.63179  0.590
H 1.51188 2.28566 1.66016  -0.107
C -3.84199 -0.42038 3.41591  -1.696
H 3.04070 3.78324 -0.31038  0.145
H 1.71560 -5.21566 2.17101  0.420
H -1.66955 0.51460 1.17216  0.009
H -2.02163 -3.62239 -3.13632  0.478
H -0.03802 0.04512 -6.26948  0.424
H 4.98590 -0.34177 -3.41085  0.447
H 4.30180 1.84163 0.24252  0.408
H 1.81245 1.51371 3.22154  0.553
H -3.77780 -3.02588 -0.62395  0.383
F 1.42832 -1.38557 -1.56137  -0.670
H 4.33269 3.84598 -2.48181  0.360
H 0.55128 -3.49838 5.93803  0.453
C 1.82186 5.19419 0.73262  -0.683
H -0.84088 3.73022 -3.06909  0.423
C -1.54755 -3.32420 -2.20065  -1.625
H 1.15836 0.07296 -4.11628  0.350
H -2.91786 -2.57709 4.82297  0.584
C -1.37037 2.86571 -4.95150  -0.723
H -4.06495 -1.30106 -0.93286  0.297
H 2.10158 -0.53530 2.18960  0.012
H 4.44584 0.10542 -0.17450  0.307
C -3.64963 -2.22058 -1.34656  -1.732
H -4.45479 0.07513 2.66374  0.382
H -4.45109 -0.57942 4.30478  0.445
C -1.98278 -0.90912 -2.69548  -1.431
C -3.33004 -1.74936 2.89214  1.645
H 2.66742 5.69309 1.18749  0.456
H 3.70199 3.19437 -3.99937  0.387
H -1.67591 1.81861 -6.79563  0.413
H -3.01061 0.23467 3.68342  0.290
H -4.08639 -3.60427 2.08749  0.307
H -1.52840 -1.75676 4.09132  0.201
O -0.13288 -1.88098 1.44412  0.854
C 0.46180 0.86873 -4.35503  -0.695
C 1.34690 1.37661 2.24235  -0.429
C 1.60297 -2.25260 4.55211  -0.443
H 5.34343 2.78470 -3.47674  0.474
P -1.52194 -2.34037 0.97018  -0.430
C -0.68251 2.90011 -3.74732  -0.465
H -2.37365 0.03311 -2.30536  0.372
Br 3.01992 -2.92576 0.86292  -0.131
H -2.01729 -3.35988 3.51644  0.378
C -0.33982 3.93388 -0.45846  -0.426
H -0.60752 1.96035 2.92868  0.584
H 1.60153 -1.37744 5.19095  0.421
O -2.58229 -1.38965 1.67649  0.030
H -1.67114 -4.12405 -1.47280  0.391
H 3.50477 -0.03669 -4.32213  0.407
C 0.95074 3.46281 -0.72409  1.223
C -1.14107 1.83835 -5.85530  -0.590
H -0.92176 -0.79441 -2.91392  -0.034
C 1.67138 -4.39948 2.87513  -0.373
N -0.74322 0.92701 1.05998  -0.004
C 2.02748 4.11601 -0.11701  -0.461
H 5.66352 1.26009 -0.70630  0.557
H 0.60462 -5.46723 4.39165  0.416
H -1.55280 5.36410 0.58250  0.450
C -4.47037 -2.67790 2.50654  -1.738
C 1.02018 -3.43466 4.96674  -0.569
H -5.11771 -2.19808 1.77217  0.352
C -2.18729 -2.03862 -1.71092  1.463
Ge 3.64876 1.39185 -2.21950  0.999
C 4.59611 1.12715 -0.52719  -1.407
C 3.91084 -0.18020 -3.32310  -1.232
C -0.13975 1.12723 2.39895  0.223
O -1.86343 -3.75948 0.94692  -0.837
C 1.05468 -4.52523 4.10822  -0.330
H -0.86264 1.83345 0.61825  0.159
C -0.54807 5.00804 0.39594  -0.963
C 0.23999 1.89858 -3.43391  0.913
C 0.53370 5.63505 0.99629  -0.618
C -0.22067 0.84228 -5.56050  -0.694
H -5.06729 -2.91311 3.38858  0.489
H -1.19837 3.47269 -0.94075  0.481
Ge 1.27560 1.87845 -1.80853  -0.638
O -1.45306 -1.59099 -0.49383  1.038
N 1.96017 0.23756 1.52092  0.272
H -4.20703 -2.47878 -2.24704  0.520
H 0.37279 6.47552 1.65775  0.415
H 3.44627 -1.05008 -2.86336  0.299

Calculated values
HOMO energy (spin up / spin down) in eV: -9.990 / -11.703
E in eV: -260351.1690
Net charge: +1
ΔE to the lowest compared entry with this formula, charge and spin in kcal per mole: 13.9
Kohn-Sham gap (spin up / spin down) in eV: 7.949 / 7.405
⟨S²⟩: 0.756
Spin multiplicity: 2